[1]
{"formula": "C26H25Cl5FN7O7Os", "method": "ωB97M-V/def2-TZVPD", "e_above_lowest_kj_mol": 0.0, "charge": 2, "symbols": ["Os", "Cl", "C", "C", "C", "Cl", "C", "Cl", "C", "Cl", "C", "Cl", "C", "C", "N", "C", "C", "C", "O", "O", "C", "O", "C", "C", "C", "F", "C", "C", "C", "N", "C", "C", "N", "C", "C", "H", "H", "H", "H", "H", "H", "H", "H", "H", "H", "H", "H", "H", "H", "H", "H", "H", "H", "O", "N", "O", "O", "C", "N", "C", "C", "O", "N", "C", "N", "H", "H", "H", "H", "H", "H", "H"], "xyz": [[1.7009, -0.1099, 2.8180], [3.8103, -0.2365, 4.1777], [2.7132, -1.1794, 5.1433], [1.4789, -1.2077, 4.5653], [0.4605, -1.8932, 5.1936], [-1.0755, -2.0385, 4.4191], [0.7107, -2.5151, 6.4201], [-0.5474, -3.3621, 7.2172], [1.9873, -2.4513, 6.9997], [2.2855, -3.2007, 8.5081], [3.0203, -1.7755, 6.3513], [4.5965, -1.6560, 6.9981], [2.0999, -2.8819, -4.0865], [0.8508, -3.2400, -3.2995], [0.6827, -2.3876, -2.1043], [1.1782, -2.8164, -0.9478], [1.1396, -2.1082, 0.2349], [1.8077, -2.7813, 1.4147], [2.0154, -3.9668, 1.3514], [2.1958, -2.0406, 2.4178], [0.4819, -0.8803, 0.2549], [0.2907, -0.1583, 1.3080], [-0.0360, -0.3782, -1.0008], [-0.6263, 0.8944, -1.0698], [-1.0645, 1.3742, -2.2667], [-1.6702, 2.5729, -2.3070], [-0.9156, 0.6514, -3.4686], [-0.3426, -0.6005, -3.3995], [0.0895, -1.1369, -2.1759], [-1.3132, 1.1624, -4.7246], [-1.2837, 2.5939, -4.9712], [-1.0988, 2.8395, -6.4586], [-2.2223, 2.1715, -7.2085], [-2.2927, 0.6995, -6.9032], [-2.4225, 0.5125, -5.4017], [2.1962, -3.5485, -4.9423], [2.9890, -2.9988, -3.4674], [2.0730, -1.8546, -4.4504], [0.9018, -4.2655, -2.9402], [-0.0540, -3.1636, -3.8994], [1.6346, -3.7992, -0.9334], [-0.7343, 1.4924, -0.1753], [-0.1865, -1.1374, -4.3230], [-0.4438, 3.0472, -4.4490], [-2.1958, 3.1005, -4.6260], [-0.1724, 2.3992, -6.8228], [-1.1227, 3.9008, -6.6981], [-2.1119, 2.3176, -8.2131], [-3.1076, 2.6122, -6.9450], [-1.3683, 0.2613, -7.2750], [-3.1420, 0.2828, -7.4413], [-2.4255, -0.5540, -5.1871], [-3.3909, 0.9145, -5.0623], [3.1008, 0.2342, 1.2270], [2.8572, 1.5047, 1.1642], [3.3771, 2.2275, 0.3906], [2.0056, 1.8732, 2.0474], [-2.8922, 2.3369, 4.9565], [-1.4982, 1.9678, 4.7973], [-0.4408, 2.2952, 5.7325], [0.7639, 1.6539, 5.0750], [1.8997, 1.7053, 5.4419], [0.3137, 0.9746, 3.9233], [-1.0123, 1.2246, 3.8083], [-1.7667, 0.7807, 2.8132], [-2.9660, 3.0483, 5.7741], [-3.5075, 1.4684, 5.1980], [-3.2706, 2.8235, 4.0562], [-0.6135, 1.8617, 6.7195], [-0.2964, 3.3717, 5.8318], [-1.3207, 0.2279, 2.0950], [-2.7569, 0.9437, 2.8002]], "mulliken_charge": [2.129, -0.130, 1.044, -0.476, 0.061, -0.179, 0.037, -0.162, 0.514, -0.151, -0.046, -0.172, -1.004, -1.023, 0.213, -0.232, -0.277, 0.140, -0.659, -0.561, 1.437, -1.502, 1.137, -0.578, 0.293, -0.341, -1.701, -0.771, 0.187, 0.320, -0.622, -0.981, -0.144, -0.723, -0.565, 0.388, 0.353, 0.316, 0.491, 0.459, 0.627, 0.604, 0.697, 0.486, 0.443, 0.364, 0.445, 0.353, 0.400, 0.371, 0.398, 0.476, 0.220, -0.655, 1.068, -0.595, -0.669, -1.143, 0.022, -0.273, 0.381, -0.544, -0.497, 0.506, -0.169, 0.386, 0.354, 0.369, 0.353, 0.408, 0.081, 0.212]}


[2]
{"formula": "C5H8O", "method": "ωB97M-V/def2-TZVPD", "e_above_lowest_kj_mol": 237.3, "smiles": "C=C/C=C/CO", "symbols": ["C", "C", "C", "O", "C", "C", "H", "H", "H", "H", "H", "H", "H", "H"], "xyz": [[-0.1792, 1.7589, -0.4696], [0.6307, 2.4013, -1.3373], [-0.3676, -1.8404, 0.7730], [0.7115, -2.0746, 1.6837], [-0.6650, -0.4021, 0.5824], [-0.2583, 0.3213, -0.4622], [-0.8324, 2.4025, 0.1106], [1.2358, 3.2479, -1.0613], [0.9463, 1.7754, -2.1687], [-1.2342, -2.4162, 1.0937], [-0.0910, -2.2062, -0.2252], [1.0869, -2.9197, 1.4173], [-1.1163, 0.2095, 1.3586], [0.1328, -0.2578, -1.2951]], "mulliken_charge": [-0.103, -0.761, -0.466, -0.512, -0.161, -0.242, 0.323, 0.286, 0.249, 0.287, 0.293, 0.311, 0.305, 0.190]}


[3]
{"formula": "C4H2F4", "method": "ωB97M-V/def2-TZVPD", "e_above_lowest_kj_mol": 103.4, "smiles": "C=C1C(F)(F)C1(F)F", "symbols": ["C", "C", "C", "C", "F", "F", "F", "F", "H", "H"], "xyz": [[0.4032, -0.0551, -0.0003], [1.6708, 0.0480, 0.1134], [-0.8103, -0.7994, 0.0145], [-0.8318, 0.7352, -0.0149], [-1.1875, -1.5392, 1.0152], [-1.1292, -1.4133, -1.1485], [-1.2788, 1.2696, -1.1389], [-1.1798, 1.6866, 1.0522], [2.2115, 0.9922, -0.0304], [2.1319, -0.9245, 0.1377]], "mulliken_charge": [0.022, -0.548, 0.413, 0.571, -0.254, -0.244, -0.225, -0.279, 0.277, 0.268]}


[4]
{"formula": "C17H17ClN2O5S2", "method": "ωB97M-V/def2-TZVPD", "e_above_lowest_kj_mol": 18.0, "smiles": "CN(C(=O)CN1C(=O)S/C(=C\\c2cccc(Cl)c2)C1=O)[C@H]1CCS(=O)(=O)C1", "symbols": ["C", "N", "C", "O", "C", "N", "C", "O", "S", "C", "C", "C", "C", "C", "C", "C", "C", "H", "Cl", "H", "H", "H", "H", "C", "O", "H", "H", "C", "C", "H", "H", "S", "O", "O", "C", "C", "H", "H", "H", "H", "H", "H", "H", "H"], "xyz": [[-4.1831, -0.1049, 1.5143], [-3.4535, -0.6994, 0.4081], [-3.2462, -2.0400, 0.4650], [-3.7997, -2.7458, 1.2767], [-2.2800, -2.6726, -0.5479], [-0.9805, -2.0289, -0.6016], [-0.4549, -1.5978, -1.7895], [-1.0060, -1.6246, -2.8543], [1.1706, -0.9290, -1.5145], [1.0739, -1.2313, 0.2103], [1.9686, -0.9822, 1.1871], [3.2855, -0.4013, 1.1345], [4.0001, -0.2780, 2.3339], [5.2686, 0.2657, 2.3461], [5.8584, 0.6999, 1.1700], [5.1545, 0.5810, -0.0207], [3.8831, 0.0395, -0.0502], [3.3634, -0.0378, -0.9909], [5.8772, 1.1177, -1.4938], [6.8492, 1.1253, 1.1713], [5.8083, 0.3549, 3.2764], [3.5487, -0.6140, 3.2551], [1.6283, -1.2782, 2.1748], [-0.2210, -1.8527, 0.5442], [-0.5950, -2.1567, 1.6479], [-2.6993, -2.6735, -1.5576], [-2.1502, -3.7081, -0.2170], [-3.0027, 0.1648, -0.6629], [-1.8548, 1.0712, -0.2339], [-1.1691, 1.2891, -1.0470], [-1.3208, 0.7013, 0.6361], [-2.6230, 2.6703, 0.2236], [-2.6834, 2.7985, 1.6539], [-1.9874, 3.7285, -0.5063], [-4.2914, 2.3438, -0.4472], [-4.1332, 1.0604, -1.2341], [-5.0612, 0.4885, -1.2661], [-3.8555, 1.3051, -2.2607], [-4.9688, 2.2675, 0.3955], [-4.5605, 3.1897, -1.0702], [-2.6902, -0.4736, -1.4912], [-3.6956, 0.8123, 1.8396], [-4.1798, -0.8242, 2.3318], [-5.2214, 0.0916, 1.2414]], "mulliken_charge": [-1.078, 0.216, 1.031, -0.671, -1.174, 0.112, 0.803, -0.583, -0.305, 0.075, -0.438, 1.802, -0.763, -0.470, -0.524, 0.044, -0.975, 0.527, -0.229, 0.423, 0.390, 0.378, 0.371, -0.005, -0.609, 0.437, 0.371, 0.250, -1.018, 0.463, 0.343, 1.169, -0.655, -0.700, -0.734, -1.187, 0.426, 0.426, 0.337, 0.525, 0.128, 0.379, 0.449, 0.247]}


[5]
{"formula": "C2H5NOS", "method": "ωB97M-V/def2-TZVPD", "e_above_lowest_kj_mol": 371.0, "symbols": ["C", "C", "N", "O", "S", "H", "H", "H", "H", "H"], "xyz": [[0.1513, -0.4761, -1.2913], [0.2704, 0.7482, 2.7302], [-0.0119, 0.3394, -2.3223], [0.0266, 1.5404, 3.5776], [-0.6482, -1.9810, -1.7523], [-0.3314, 0.7374, 1.7506], [1.1225, 0.0007, 2.9309], [0.5471, 1.2112, -2.2550], [-0.8621, 0.5988, -2.8570], [-0.2642, -2.7191, -0.5115]], "mulliken_charge": [-0.093, -0.018, -0.364, -0.381, -0.229, 0.177, 0.223, 0.272, 0.240, 0.174]}


[6]
{"formula": "C4H10O3", "method": "ωB97M-V/def2-TZVPD", "e_above_lowest_kj_mol": 26.0, "smiles": "CCCC(=O)O.O", "symbols": ["O", "C", "O", "C", "C", "C", "H", "H", "H", "H", "H", "H", "H", "H", "H", "H", "O"], "xyz": [[-1.4869, 2.3755, -0.7912], [-1.4680, 1.3032, -0.2619], [-2.5741, 0.7429, 0.2980], [-0.2927, 0.3923, -0.1330], [-0.2085, -0.7090, -1.1944], [1.0739, -1.5203, -1.0861], [-3.2324, 1.4118, 0.5365], [-0.2654, -0.0626, 0.8525], [0.6372, 0.9591, -0.1688], [-1.0725, -1.3457, -1.0684], [-0.2651, -0.2235, -2.1722], [1.8569, -0.9961, -0.5344], [1.5122, -1.7275, -2.0661], [0.9150, -2.4519, -0.5425], [2.2788, 0.9091, 2.4319], [1.0361, 0.6483, 3.3160], [1.5555, 0.2946, 2.5843]], "mulliken_charge": [-0.543, 0.296, -0.447, -0.339, -0.422, -1.096, 0.331, 0.283, 0.384, 0.327, 0.303, 0.313, 0.323, 0.288, 0.316, 0.310, -0.626]}


no.,HOMO (eV)
1,-12.6
2,-8.6
3,-11.2
4,-9.1
5,-8.8
6,-10.3